14
Properties=species:S:1:pos:R:3:forces:R:3:lowdin_charge:R:1 method="wB97M-V/def2-TZVPD" multiplicity=1 homo_ev=-8.777 e_above_lowest_kj_mol=290.95 homo_lumo_gap_ev=9.045 smiles="C[C@@H]1N=CCC1=O"
H 0.740 1.642 0.057 2.098 0.599 0.704 0.124
H -2.102 -0.641 -0.317 -1.581 -0.270 -1.417 0.117
O 1.944 -1.001 -0.556 -0.621 0.499 -0.075 0.113
H -0.635 0.579 2.241 0.281 0.065 -0.275 0.079
C 0.310 0.267 1.778 0.257 0.323 -0.120 -0.027
C -0.220 -0.589 -1.662 -0.081 -0.318 0.271 -0.053
H -0.347 -1.597 -2.050 0.143 -0.025 0.127 0.117
C 0.908 -0.394 -0.672 0.119 0.109 0.271 -0.356
H 1.128 0.776 2.280 0.045 -0.049 0.227 0.072
N -1.054 1.024 -0.114 -0.331 -2.135 1.193 0.078
C 0.338 0.684 0.283 1.064 1.545 -0.050 -0.319
C -1.303 -0.054 -0.734 -1.352 -0.364 -0.708 -0.169
H 0.428 -0.813 1.974 -0.018 0.331 -0.507 0.087
H -0.134 0.118 -2.508 -0.023 -0.310 0.360 0.138


14
Properties=species:S:1:pos:R:3:forces:R:3:lowdin_charge:R:1 method="wB97M-V/def2-TZVPD" multiplicity=1 homo_ev=-8.345 e_above_lowest_kj_mol=549.70 homo_lumo_gap_ev=8.946
H -0.863 -0.681 1.835 0.036 -0.398 -0.818 0.119
C 0.133 1.300 -0.185 0.062 0.570 -0.302 -0.215
C -1.272 0.920 0.242 -0.003 -0.011 -0.283 -0.128
O 0.678 -2.342 -0.210 0.373 0.015 0.420 -0.020
H 0.514 -1.370 -1.918 -1.096 0.275 0.677 0.136
N 0.746 0.476 0.882 0.114 0.007 0.169 0.032
C 1.040 0.152 -0.512 0.284 -0.088 -0.216 -0.249
H -1.611 1.673 0.970 0.118 -0.300 -0.057 0.115
C 0.411 -1.145 -0.822 -0.277 0.536 0.347 -0.120
H 0.374 -2.210 0.694 0.340 -0.459 0.080 0.076
C -0.554 -0.247 0.862 -0.163 -0.190 -0.134 -0.116
H 1.980 0.463 -0.969 0.080 -0.088 0.148 0.138
H -2.071 0.712 -0.471 0.133 0.122 -0.059 0.102
H 0.494 2.298 -0.398 -0.001 0.009 0.027 0.130


15
Properties=species:S:1:pos:R:3:forces:R:3:lowdin_charge:R:1 method="wB97M-V/def2-TZVPD" multiplicity=1 homo_ev=-9.530 e_above_lowest_kj_mol=287.28 homo_lumo_gap_ev=10.102 smiles="C[C@@H](O)C=C=NC=O"
O 1.834 1.622 0.484 1.660 0.267 4.252 -0.081
H 2.187 1.224 1.398 -1.377 1.050 -3.228 0.172
H -0.441 -3.407 -0.549 0.468 0.123 -0.355 0.127
H -0.846 1.127 -1.195 -0.088 0.413 -0.815 0.072
H 1.441 0.119 -0.705 -1.634 0.086 0.871 0.160
H -0.503 0.880 1.799 0.697 -1.156 -1.742 0.163
O -1.220 -3.530 1.260 -0.138 -0.506 1.666 0.099
C -0.216 0.270 0.848 0.307 2.505 2.723 -0.053
C -0.945 -0.741 0.550 -0.828 -1.595 -2.250 -0.109
H 0.510 1.757 -2.106 0.924 0.309 -1.201 0.058
C -0.968 -2.931 0.279 -0.693 -0.570 -1.555 -0.356
N -1.507 -1.670 -0.076 1.015 1.414 1.646 0.161
C 0.825 0.881 -0.097 0.952 -1.596 -2.209 -0.477
C 0.077 1.716 -1.156 -1.624 -0.698 2.476 -0.029
H -0.227 2.683 -0.735 0.358 -0.043 -0.279 0.094


15
Properties=species:S:1:pos:R:3:forces:R:3:lowdin_charge:R:1 method="wB97M-V/def2-TZVPD" multiplicity=1 homo_ev=-9.781 e_above_lowest_kj_mol=614.84 homo_lumo_gap_ev=10.164
C -1.604 -0.511 -0.670 -5.384 -2.341 -7.355 -0.288
C 0.648 -1.303 0.852 -0.712 0.355 -1.703 0.032
H -0.812 0.755 1.135 1.353 1.700 -1.783 0.191
H 1.770 1.777 0.978 -1.686 -1.107 -1.094 0.157
O -2.454 -1.284 -1.317 3.954 3.591 4.404 -0.008
H 1.106 -2.375 0.472 -1.195 3.109 1.300 0.181
C 1.281 0.975 0.264 -0.341 6.804 -2.389 -0.287
C -0.244 -0.563 -0.167 0.524 -5.081 2.221 -0.345
H -1.807 1.814 -1.249 0.341 -3.114 0.691 0.193
N -1.360 0.860 -0.955 -0.056 3.451 0.325 0.116
H 0.362 -0.705 -0.964 1.197 -0.593 -3.460 0.128
H -0.030 -1.317 1.785 2.364 0.011 -0.433 0.137
H 1.651 1.227 -0.764 0.060 0.352 0.454 0.135
O 1.752 -0.195 0.543 1.022 -7.099 3.626 -0.130
C -0.258 0.848 0.057 -1.442 -0.037 5.195 -0.213